[1]
Molecular formula: C56H120F6NO7P3
Method: DFT, wB97M-V/def2-TZVPD

Structure (ORCA input):
```
! RIJCOSX wB97M-V def2-TZVPD def2/J DEFGRID3
* xyz 0 1
C -3.89 18.05 -3.01
C -5.33 17.69 -2.54
C -6.44 18.05 -3.51
C -6.62 16.91 -4.61
P -8.25 16.87 -5.51
C -8.19 15.61 -6.80
C -9.50 15.52 -7.54
C -9.67 14.22 -8.36
C -8.57 14.08 -9.41
C -8.46 18.41 -6.29
C -7.41 18.98 -7.24
C -8.01 20.22 -8.07
C -8.50 21.38 -7.23
C -9.39 16.58 -4.18
C -9.25 15.17 -3.58
C -10.36 14.92 -2.55
C -10.04 13.75 -1.66
H -3.71 17.68 -4.02
H -3.06 17.82 -2.34
H -3.83 19.13 -3.05
H -5.52 18.30 -1.66
H -5.36 16.63 -2.27
H -6.39 19.10 -3.82
H -7.26 18.08 -2.78
H -6.53 15.91 -4.20
H -5.78 16.93 -5.30
H -7.99 14.67 -6.29
H -7.34 15.84 -7.43
H -9.44 16.24 -8.36
H -10.40 15.80 -7.01
H -10.61 14.18 -8.92
H -9.71 13.38 -7.67
H -7.61 13.84 -8.95
H -8.45 15.06 -9.86
H -8.82 13.32 -10.15
H -8.54 19.03 -5.40
H -9.43 18.31 -6.79
H -7.14 18.27 -8.02
H -6.45 19.08 -6.74
H -8.90 19.85 -8.58
H -7.33 20.53 -8.86
H -7.68 21.62 -6.56
H -9.34 20.96 -6.68
H -8.64 22.23 -7.90
H -10.40 16.61 -4.60
H -9.35 17.47 -3.55
H -8.30 15.09 -3.06
H -9.32 14.50 -4.44
H -11.30 14.78 -3.08
H -10.39 15.79 -1.90
H -9.88 12.86 -2.28
H -10.75 13.55 -0.86
H -9.10 13.82 -1.13
C -6.91 17.74 -10.90
C -5.53 17.26 -10.37
C -4.59 16.48 -11.29
C -3.45 15.83 -10.47
P -2.38 14.63 -11.47
C -3.52 13.38 -12.27
C -4.06 12.28 -11.44
C -5.14 12.73 -10.45
C -5.90 11.47 -9.90
C -1.63 15.70 -12.82
C -0.91 16.84 -12.08
C 0.20 17.44 -13.02
C -0.33 18.27 -14.30
C -1.12 13.81 -10.40
C -0.60 14.62 -9.19
C -0.09 13.81 -8.02
C 1.01 12.87 -8.41
H -7.62 16.96 -11.21
H -6.75 18.39 -11.76
H -7.46 18.25 -10.11
H -5.72 16.75 -9.43
H -4.86 18.06 -10.05
H -4.20 17.05 -12.13
H -5.15 15.67 -11.76
H -3.80 15.32 -9.57
H -2.75 16.47 -9.94
H -2.99 13.02 -13.16
H -4.33 13.94 -12.72
H -3.35 11.74 -10.81
H -4.50 11.62 -12.19
H -5.96 13.21 -10.99
H -4.70 13.32 -9.64
H -5.76 11.49 -8.82
H -5.43 10.50 -10.12
H -6.86 11.51 -10.40
H -2.45 16.17 -13.38
H -1.01 15.03 -13.41
H -0.34 16.44 -11.24
H -1.43 17.65 -11.57
H 0.79 16.66 -13.50
H 0.91 18.05 -12.46
H 0.54 18.44 -14.92
H -0.60 19.30 -14.08
H -0.98 17.73 -14.99
H -0.33 13.43 -11.05
H -1.51 12.86 -10.02
H -1.43 15.25 -8.88
H 0.09 15.40 -9.50
H -0.97 13.28 -7.66
H 0.23 14.53 -7.26
H 1.99 13.33 -8.51
H 0.74 12.34 -9.32
H 1.00 12.14 -7.60
C -3.15 7.10 -1.02
C -4.63 7.31 -1.27
C -5.07 8.66 -1.89
C -4.55 8.73 -3.31
P -5.08 10.18 -4.22
C -5.03 11.89 -3.51
C -5.89 12.06 -2.24
C -5.72 13.38 -1.50
C -6.32 13.35 -0.09
C -4.00 10.34 -5.66
C -4.07 9.37 -6.85
C -3.18 9.85 -8.00
C -2.90 8.82 -9.12
C -6.79 9.89 -4.83
C -7.25 10.97 -5.74
C -8.68 10.68 -6.16
C -9.76 10.80 -5.11
H -3.00 6.07 -0.69
H -2.70 7.73 -0.25
H -2.62 7.13 -1.97
H -5.16 7.06 -0.35
H -5.04 6.51 -1.90
H -4.55 9.33 -1.21
H -6.13 8.88 -1.74
H -4.79 7.98 -4.06
H -3.47 8.86 -3.29
H -5.11 12.73 -4.20
H -3.98 11.92 -3.21
H -5.75 11.17 -1.62
H -6.96 11.88 -2.30
H -6.27 14.07 -2.14
H -4.77 13.90 -1.65
H -5.54 13.20 0.65
H -6.89 12.42 -0.08
H -6.75 14.28 0.26
H -2.97 10.30 -5.29
H -4.24 11.34 -6.01
H -5.11 9.15 -7.10
H -3.73 8.39 -6.51
H -2.24 9.97 -7.47
H -3.50 10.83 -8.36
H -2.59 7.86 -8.70
H -2.14 9.09 -9.84
H -3.81 8.63 -9.69
H -7.53 9.68 -4.06
H -6.67 9.01 -5.47
H -6.61 11.03 -6.62
H -7.23 11.95 -5.25
H -8.74 9.66 -6.53
H -9.10 11.32 -6.95
H -9.73 11.66 -4.44
H -10.01 9.93 -4.50
H -10.70 10.92 -5.64
C -0.47 11.88 -3.45
O -0.97 13.18 -3.64
O -1.58 11.18 -2.95
C 0.49 11.35 -4.61
F 1.27 10.38 -4.18
F -0.19 11.01 -5.66
F 1.40 12.32 -4.90
C -1.73 13.67 -4.73
C -2.61 14.70 -4.06
H -3.33 15.01 -4.82
H -3.18 14.21 -3.26
H -2.11 15.61 -3.74
H -2.36 12.92 -5.21
H -1.12 14.15 -5.50
H 0.25 12.04 -2.64
C -2.52 22.33 -6.75
O -2.61 21.04 -7.20
O -1.19 22.80 -7.00
C -3.77 23.20 -7.26
F -3.63 24.52 -7.22
F -4.04 23.06 -8.53
F -4.87 22.84 -6.58
C -3.21 20.04 -6.37
C -3.26 18.74 -7.19
H -4.10 18.76 -7.88
H -2.44 18.60 -7.89
H -3.46 17.89 -6.52
H -4.26 20.16 -6.10
H -2.65 20.02 -5.44
H -2.63 22.30 -5.67
N -4.75 14.15 -6.94
O -3.80 13.49 -7.35
O -5.73 13.64 -6.41
O -4.71 15.36 -7.03
*
```

Computed properties:
Energy relative to the best compared isomer or geometry (same formula, charge and spin) (kcal/mol): 0.00

Here are the Löwdin charges for atoms 1 to 6, given in e: atom 1 (C): -0.09, atom 2 (C): -0.25, atom 3 (C): -0.21, atom 4 (C): -0.20, atom 5 (P): 0.99, atom 6 (C): -0.26

***

[2]
Molecular formula: C3H4INO
Method: DFT, wB97M-V/def2-TZVPD

Structure (ORCA input):
```
! RIJCOSX wB97M-V def2-TZVPD def2/J DEFGRID3
* xyz 0 1
C -0.63 -1.69 0.40
C 0.08 -0.63 0.68
C 0.14 0.57 -0.21
N -0.89 1.30 -0.14
O 1.49 0.67 -0.74
I 2.21 2.35 -1.42
H -0.96 -2.42 1.14
H -1.00 -1.76 -0.70
H 0.43 -0.52 1.67
H -0.87 2.14 -0.68
*
```

Computed properties:
Energy relative to the best compared isomer or geometry (same formula, charge and spin) (kcal/mol): 46.31
SMILES string: [H]/N=C(/C=C)OI

Here are the Löwdin charges for atoms 1 to 6, given in e: atom 1 (C): 0.01, atom 2 (C): -0.15, atom 3 (C): -0.51, atom 4 (N): 0.18, atom 5 (O): -0.74, atom 6 (I): 0.94

***

[3]
Molecular formula: C5H16CrF6N7O9S2
Method: DFT, wB97M-V/def2-TZVPD

Structure (ORCA input):
```
! RIJCOSX wB97M-V def2-TZVPD def2/J DEFGRID3
* xyz 2 6
Cr -0.41 0.09 0.01
C 3.45 -1.95 -0.54
F 3.39 -1.07 0.52
F 4.20 -1.50 -1.53
F 3.94 -3.10 -0.10
S 1.73 -2.44 -1.19
O 2.03 -3.19 -2.35
O 1.13 -3.17 -0.14
N 1.00 -0.84 -1.31
S 1.42 -0.33 -2.79
O 1.38 1.14 -2.93
O 2.60 -0.83 -3.46
C -0.09 -0.97 -3.88
F -1.26 -0.32 -3.71
F 0.30 -0.81 -5.14
F -0.47 -2.20 -3.62
C -2.47 1.82 1.97
O -1.81 0.94 1.38
N -3.31 2.60 1.38
N -2.33 2.10 3.23
H -3.90 3.17 1.96
H -3.37 2.58 0.37
H -3.12 2.51 3.71
H -1.70 1.44 3.66
C 1.51 2.64 -0.12
O 0.50 2.02 -0.17
N 2.10 3.11 -1.15
N 2.23 2.94 0.87
H 2.93 3.66 -0.99
H 1.77 2.85 -2.07
H 1.80 2.47 1.65
H 2.91 3.68 0.91
C -1.85 -2.37 1.52
O -1.55 -1.67 0.62
N -1.02 -3.03 2.24
N -3.13 -2.63 1.72
H -1.31 -3.77 2.87
H -0.05 -2.76 2.11
H -3.35 -3.22 2.51
H -3.83 -2.29 1.09
O -1.78 0.88 -1.44
H -2.29 1.68 -1.28
H -2.03 0.61 -2.32
O 1.05 -0.14 1.75
H 1.26 0.38 2.53
H 1.80 -0.72 1.65
*
```

Computed properties:
Energy relative to the best compared isomer or geometry (same formula, charge and spin) (kcal/mol): 1.77

Here are the Löwdin charges for atoms 1 to 6, given in e: atom 1 (Cr): 0.82, atom 2 (C): -0.60, atom 3 (F): 0.11, atom 4 (F): 0.17, atom 5 (F): 0.18, atom 6 (S): 0.69

***

[4]
Molecular formula: C5H9N
Method: DFT, wB97M-V/def2-TZVPD

Structure (ORCA input):
```
! RIJCOSX wB97M-V def2-TZVPD def2/J DEFGRID3
* xyz 0 1
C 2.14 0.08 -0.89
C 1.21 -0.20 1.00
C 0.07 -0.11 -0.07
C -0.53 1.31 -0.18
C -0.86 -1.27 -0.29
N 2.42 0.10 0.34
H 2.61 0.32 -1.72
H 1.02 0.55 1.74
H 1.19 -1.22 1.38
H -0.74 1.50 -1.29
H 0.14 2.20 0.03
H -1.47 1.46 0.38
H -0.18 -2.21 -0.28
H -1.54 -1.45 -1.10
H -1.39 -1.39 0.63
*
```

Computed properties:
Energy relative to the best compared isomer or geometry (same formula, charge and spin) (kcal/mol): 105.32

Here are the Löwdin charges for atoms 1 to 6, given in e: atom 1 (C): 0.08, atom 2 (C): -0.27, atom 3 (C): -0.30, atom 4 (C): -0.11, atom 5 (C): -0.08, atom 6 (N): -0.02

***

[5]
Molecular formula: C11H23BIO7P
Method: DFT, wB97M-V/def2-TZVPD

Structure (ORCA input):
```
! RIJCOSX wB97M-V def2-TZVPD def2/J DEFGRID3
* xyz 0 1
C 2.32 1.16 0.85
C 0.88 1.43 1.31
P 0.36 3.21 1.14
C -0.95 3.45 2.41
B -0.47 3.38 -0.51
C 0.30 2.95 -1.84
C -0.49 2.08 -2.75
O -0.45 1.98 -3.92
I -1.87 0.80 -1.63
H 2.68 0.23 1.28
H 2.39 1.07 -0.23
H 2.98 1.97 1.17
H 0.78 1.19 2.37
H 0.18 0.78 0.77
H -0.91 2.66 3.16
H -1.95 3.46 1.97
H -0.79 4.40 2.92
H -1.52 3.94 -0.60
H 1.21 2.39 -1.60
H 0.62 3.83 -2.41
C 3.38 -3.23 4.50
O 4.74 -2.81 4.65
C 5.05 -1.69 3.99
O 4.29 -1.05 3.31
O 6.33 -1.41 4.21
C 6.79 -0.22 3.56
H 3.30 -4.14 5.09
H 2.70 -2.47 4.88
H 3.16 -3.44 3.46
H 6.23 0.65 3.90
H 6.69 -0.32 2.48
H 7.84 -0.13 3.83
C -7.28 -3.47 -3.61
O -5.86 -3.28 -3.66
C -5.48 -2.18 -4.31
O -6.21 -1.37 -4.82
O -4.15 -2.12 -4.29
C -3.60 -0.98 -4.95
H -7.43 -4.39 -3.06
H -7.75 -2.64 -3.09
H -7.69 -3.55 -4.61
H -3.94 -0.06 -4.47
H -3.88 -0.97 -6.00
H -2.52 -1.07 -4.85
*
```

Computed properties:
Total energy (a.u.): -1623.5063
SMILES string: CCP(C)BCC(=O)I.COC(=O)OC.COC(=O)OC

Here are the Löwdin charges for atoms 1 to 6, given in e: atom 1 (C): -0.16, atom 2 (C): -0.44, atom 3 (P): 0.93, atom 4 (C): -0.31, atom 5 (B): -0.50, atom 6 (C): -0.24

***

[6]
Molecular formula: C8H12
Method: DFT, wB97M-V/def2-TZVPD

Structure (ORCA input):
```
! RIJCOSX wB97M-V def2-TZVPD def2/J DEFGRID3
* xyz 0 1
C 0.05 1.92 2.10
C 0.53 1.37 0.75
C 0.14 -0.04 0.38
C 0.84 -1.23 0.80
C 1.00 -0.03 -1.91
C 0.06 -0.41 -1.06
C -1.10 -1.14 -1.59
C -2.04 -1.73 -0.89
H 0.41 1.26 2.90
H -1.04 1.99 2.08
H 0.47 2.88 2.39
H 1.62 1.47 0.75
H 0.14 1.99 -0.06
H 0.39 -1.95 1.48
H 1.73 -1.52 0.25
H 1.03 -0.40 -2.93
H 1.77 0.68 -1.64
H -1.21 -1.23 -2.67
H -2.10 -1.38 0.14
H -2.68 -2.51 -1.27
*
```

Computed properties:
Energy relative to the best compared isomer or geometry (same formula, charge and spin) (kcal/mol): 112.84
SMILES string: C=CC(=C)C(=C)CC

Here are the Löwdin charges for atoms 1 to 6, given in e: atom 1 (C): -0.11, atom 2 (C): -0.23, atom 3 (C): -0.23, atom 4 (C): 0.08, atom 5 (C): 0.07, atom 6 (C): -0.36

***

Sequential maximum force output: 5.466; 2.947; 7.890; 7.599; 0.238; 3.776 eV/A